[1]
Below is a structure of composition C43H62BHfI2N6O2Se at a distorted geometry, with properties calculated with ωB97M-V/def2-TZVPD.

XYZ file:
```
118
Properties=species:S:1:pos:R:3:forces:R:3
Hf 1.224146 -1.272457 0.057432 -0.5 -0.7 -0.5
C -3.803643 1.227189 5.337521 0.1 0.0 0.1
C -4.269093 1.440582 3.891060 0.1 -0.1 -0.1
C -5.736998 1.030284 3.793739 -0.1 0.0 0.0
C -4.153039 2.930552 3.536950 0.0 0.1 0.0
C -3.383189 0.625736 2.943480 -0.1 0.0 0.0
C -2.015287 0.849593 2.910380 -0.1 0.0 0.1
C -1.230388 0.111126 2.048221 0.2 0.1 0.0
Se 0.578547 0.671991 1.808943 0.0 1.0 0.3
C 0.250729 1.919245 0.358569 -0.1 0.0 0.3
C 0.001448 3.239759 0.660638 -0.1 0.1 0.0
C -0.276523 4.141300 -0.370564 0.0 0.0 0.0
C -0.233747 3.642582 -1.664581 0.0 0.0 -0.1
C 0.059274 2.313298 -2.006489 -0.1 0.2 -0.4
C 0.264864 1.435125 -0.954782 0.2 -0.9 0.0
O 0.509876 0.101178 -1.131494 0.0 1.1 0.3
C 0.081748 1.936548 -3.504396 0.0 0.0 0.2
C -1.365666 1.899336 -4.012648 -0.1 0.0 0.0
C 0.869516 2.995942 -4.295896 0.0 0.0 0.0
C 0.731292 0.580580 -3.813736 0.0 0.0 -0.1
C -0.624486 5.599662 -0.052292 0.0 -0.1 0.0
C -0.851137 6.426383 -1.318829 0.0 0.0 -0.1
C 0.517994 6.235251 0.750568 0.1 0.0 0.1
C -1.911242 5.634137 0.783817 -0.1 0.0 0.1
C -1.721384 -0.880371 1.199539 0.0 -0.3 -0.2
O -0.846223 -1.619253 0.461928 0.1 0.4 0.2
C -3.111644 -1.067457 1.153055 -0.2 0.1 0.1
C -3.883557 -0.314099 2.046217 0.0 -0.1 -0.1
C -3.800796 -1.932679 0.087358 0.0 0.1 0.1
C -3.273277 -3.371647 0.066109 -0.1 -0.1 0.0
C -5.313265 -2.016284 0.310911 -0.1 0.0 0.0
C -3.562258 -1.250445 -1.269861 0.0 0.0 -0.1
H -4.436767 1.798044 6.022889 0.0 0.0 -0.1
H -3.862181 0.171494 5.617749 0.0 0.1 0.0
H -2.771905 1.557681 5.488448 -0.1 0.0 0.0
H -6.320652 1.620108 4.505380 0.0 0.0 -0.1
H -6.153082 1.209700 2.797880 0.1 0.0 0.1
H -5.884316 -0.025625 4.040124 0.0 0.1 0.0
H -4.774941 3.527350 4.211411 0.0 -0.1 -0.1
H -3.123472 3.291416 3.629362 -0.1 0.0 0.0
H -4.482176 3.116818 2.510078 0.0 0.0 0.1
H -1.561296 1.609894 3.536846 0.0 -0.1 -0.1
H 0.002518 3.566160 1.695524 0.0 0.0 -0.1
H -0.442514 4.323971 -2.477471 0.0 0.0 0.0
H -1.858348 2.868669 -3.894265 0.0 -0.1 0.0
H -1.386121 1.635430 -5.075039 0.0 0.0 0.1
H -1.950612 1.153382 -3.464663 0.0 0.1 0.0
H 0.414641 3.987057 -4.262911 0.0 -0.1 0.0
H 1.896222 3.086947 -3.927246 -0.1 0.0 0.0
H 0.915885 2.698413 -5.346581 0.0 0.0 0.1
H 0.150727 -0.257761 -3.433714 0.0 0.1 0.0
H 0.793888 0.482018 -4.901112 0.0 0.0 0.1
H 1.743740 0.498182 -3.407681 -0.1 0.0 0.0
H 0.033129 6.447781 -1.963574 0.0 0.0 0.1
H -1.694991 6.051838 -1.906804 0.1 0.0 0.1
H -1.079952 7.458065 -1.041002 0.0 -0.1 0.0
H 1.457135 6.213287 0.189713 -0.1 0.0 0.0
H 0.282684 7.279189 0.975852 0.0 -0.1 0.0
H 0.680909 5.722309 1.703131 0.0 0.0 -0.1
H -2.743474 5.173083 0.243438 0.1 0.0 0.0
H -1.790405 5.101156 1.732620 0.0 0.0 -0.1
H -2.185303 6.667909 1.015941 0.0 -0.1 0.0
H -4.951947 -0.466685 2.025332 0.1 0.0 0.0
H -3.376608 -3.845271 1.047412 0.0 0.0 -0.1
H -3.859930 -3.956136 -0.649538 0.1 0.0 0.0
H -2.230282 -3.426726 -0.225599 0.1 0.0 -0.1
H -5.564488 -2.453129 1.282006 0.0 0.0 -0.1
H -5.804848 -1.043416 0.232759 0.1 -0.1 0.0
H -5.743676 -2.658955 -0.460266 0.0 0.0 0.0
H -2.499842 -1.071140 -1.437253 0.0 0.0 0.0
H -3.947978 -1.867727 -2.089072 0.0 0.0 0.1
H -4.075119 -0.284330 -1.305219 0.0 -0.1 0.0
C 2.348120 -1.175638 3.970029 0.0 -0.1 0.0
C 3.100232 -1.945755 2.933014 -0.1 0.0 0.4
C 4.177215 -2.799194 3.164078 0.2 -0.1 0.2
C 4.493264 -3.355757 1.941737 0.1 -0.2 -0.1
C 5.540747 -4.369583 1.597581 -0.1 0.1 0.1
N 3.639508 -2.853545 1.033713 0.0 0.2 -0.3
N 2.783233 -1.961152 1.641028 0.0 -0.3 -0.5
B 3.665535 -3.045374 -0.504244 0.0 0.0 0.0
N 3.833372 -1.647953 -1.167607 0.0 0.0 0.3
N 3.241642 -0.502743 -0.653300 0.3 -0.4 -0.3
C 3.774794 0.528561 -1.315812 -0.1 0.1 0.1
C 3.479994 1.953437 -0.978043 0.1 0.0 -0.1
C 4.677383 0.062307 -2.266392 0.2 0.1 -0.2
C 4.683326 -1.314268 -2.150046 0.1 -0.2 0.0
C 5.466790 -2.334613 -2.912438 0.0 0.1 0.0
N 2.323494 -3.677354 -1.053103 0.0 0.5 0.0
N 1.290132 -2.855082 -1.462959 0.4 -0.3 -0.1
C 0.429964 -3.609953 -2.165221 0.0 0.2 0.1
C -0.746413 -3.002502 -2.849025 0.0 -0.1 0.0
C 0.882087 -4.920645 -2.173817 0.0 -0.3 -0.1
C 2.077173 -4.923794 -1.465960 0.2 -0.3 0.0
C 3.018980 -6.047070 -1.182424 -0.1 0.0 -0.1
H 2.706808 -1.460221 4.957489 0.0 0.0 0.0
H 2.483363 -0.101969 3.864676 0.0 0.1 0.0
H 1.279269 -1.397829 3.932804 0.0 0.0 0.0
H 4.644454 -3.007936 4.116501 -0.1 0.0 -0.2
H 6.104680 -4.622238 2.494221 0.0 0.0 0.0
H 5.089614 -5.286077 1.208849 0.0 0.1 0.0
H 6.238776 -3.999371 0.846380 0.0 0.0 0.0
H 4.582132 -3.759740 -0.799518 -0.2 0.1 0.0
H 2.706649 2.054648 -0.224062 0.0 -0.1 0.1
H 4.390071 2.419404 -0.595752 0.0 0.0 0.0
H 3.162616 2.512906 -1.858975 0.0 0.0 0.0
H 5.270011 0.657115 -2.946287 -0.1 -0.1 0.1
H 5.978295 -1.853682 -3.743792 0.0 0.0 0.0
H 6.218150 -2.815444 -2.284080 0.0 0.0 0.0
H 4.819203 -3.115278 -3.313652 0.0 0.0 0.0
H -0.860503 -1.957521 -2.579413 0.0 0.1 0.1
H -0.611457 -3.064426 -3.931064 0.0 0.0 0.0
H -1.665836 -3.525914 -2.597485 0.0 -0.1 0.0
H 0.419710 -5.766753 -2.663511 0.1 0.1 0.1
H 2.643880 -6.968173 -1.625437 0.0 0.0 0.0
H 4.010230 -5.842095 -1.592581 -0.1 0.0 0.0
H 3.118825 -6.196811 -0.104801 0.0 0.0 -0.1
I 0.024935 -3.691639 1.661472 -0.2 -0.5 0.3
I 1.528654 -5.636477 2.751444 0.0 0.0 0.0
```
Forces are in eV/Å.

Computed properties:
* total charge: +1
* electronic energy: -5224.58261 hartree
* HOMO level: -10.430 eV

[2]
Below is a structure of composition C43H62Br2GeN8O4PScSe, with properties calculated with ωB97M-V/def2-TZVPD.

XYZ file:
```
123
Properties=species:S:1:pos:R:3:forces:R:3
Sc -0.097636 -0.089045 -0.393753 -0.5 0.1 0.2
O 4.155250 -0.156174 0.990254 0.0 0.1 0.0
C 2.922147 -0.402000 0.610828 -0.1 -0.1 0.0
O 2.031291 0.419854 0.556421 0.1 0.0 -0.2
C 2.648267 -1.834149 0.283285 -0.1 0.0 0.0
C 3.567641 -2.862550 0.416512 -0.1 0.0 0.0
C 3.127613 -4.154921 0.169185 -0.1 0.1 0.0
C 1.793879 -4.363612 -0.164241 0.1 0.0 0.0
C 0.952105 -3.266376 -0.272577 0.0 0.1 0.0
N 1.382687 -2.021233 -0.077505 0.0 -0.1 0.0
C -0.531941 -3.306160 -0.539424 0.1 0.1 0.0
O -1.139330 -4.456238 -0.763894 0.0 -0.1 0.0
O -1.156712 -2.274345 -0.523187 0.0 0.0 -0.1
H 4.248265 0.783232 1.222702 0.0 0.0 0.0
H 4.584461 -2.649746 0.712745 0.0 0.0 0.0
H 3.806743 -4.991597 0.255056 0.0 0.0 0.0
H 1.438992 -5.373432 -0.321788 0.0 0.0 0.0
H -0.545814 -5.218163 -0.742443 0.0 0.0 0.0
Br -6.234832 1.423788 -3.422428 0.0 0.0 0.0
C -4.632718 0.931928 -2.593730 0.0 0.0 0.1
C -4.423424 1.206657 -1.250904 0.1 -0.1 -0.1
C -3.202100 0.851989 -0.706080 -0.1 0.0 0.0
N -2.235316 0.252025 -1.406066 0.3 -0.1 0.2
C -2.469393 -0.072691 -2.681690 -0.1 0.1 0.0
C -3.650258 0.278710 -3.321376 0.0 0.0 0.0
C -1.415801 -0.876919 -3.357704 0.0 0.0 0.0
C -1.707759 -1.585242 -4.514726 0.0 0.0 0.0
C -0.735994 -2.403912 -5.064911 0.0 0.0 0.0
Br -1.097466 -3.378249 -6.620184 0.0 0.0 0.0
C 0.498640 -2.502217 -4.443690 -0.1 0.1 0.0
C 0.702275 -1.750351 -3.302061 0.0 0.0 0.0
N -0.216789 -0.949819 -2.756393 -0.1 0.1 0.1
H -5.179799 1.688646 -0.648964 0.0 0.0 0.0
H -2.969983 1.051137 0.332234 0.0 0.0 0.0
H -3.815240 0.061903 -4.365458 0.0 0.0 0.0
H -2.682568 -1.536295 -4.974253 0.0 0.0 0.0
H 1.283203 -3.130567 -4.838617 0.0 0.0 0.0
H 1.665034 -1.773427 -2.814326 0.0 0.0 0.0
C 6.726984 -1.048097 -5.336694 0.0 0.0 0.0
Ge 4.947310 -1.032947 -4.552950 0.0 0.0 0.0
C 4.669467 -2.604899 -3.408410 0.0 0.0 0.0
C 3.565723 -0.961917 -5.932354 0.0 0.0 0.0
C 4.787021 0.505491 -3.325160 0.0 0.0 0.0
Se 2.960407 0.789308 -2.694643 0.2 0.1 0.1
C 2.297200 1.932239 -4.119215 0.1 0.0 0.0
H 6.838729 -1.903555 -6.002380 0.0 0.0 0.0
H 7.491534 -1.111749 -4.563221 0.0 0.0 0.0
H 6.894433 -0.140554 -5.915710 0.0 0.0 0.0
H 4.487872 -3.500710 -4.002369 0.0 0.0 0.0
H 3.816753 -2.446877 -2.744029 0.0 0.0 0.0
H 5.555412 -2.778096 -2.796004 0.0 0.0 0.0
H 3.514695 -1.919980 -6.450571 0.0 0.0 0.0
H 3.802443 -0.196544 -6.671449 0.0 0.0 0.0
H 2.584751 -0.748376 -5.505766 0.0 0.0 0.0
H 5.149918 1.449141 -3.731096 0.0 0.0 0.0
H 5.376249 0.295524 -2.430889 0.0 0.0 0.0
H 2.565545 1.510540 -5.084175 0.0 0.0 0.0
H 2.713818 2.930396 -4.010160 0.0 0.0 0.0
H 1.213941 1.973783 -4.025601 0.0 0.0 0.0
N -0.907802 0.075867 1.279250 0.1 -0.1 0.1
P -1.528605 0.143221 2.721111 0.1 -0.1 0.2
N -0.743235 -0.912654 3.724135 0.1 0.0 -0.1
C 0.430944 -1.663597 3.272678 0.0 0.1 0.0
C 1.188049 -2.215679 4.471032 0.0 0.0 0.0
C 0.318790 -3.188887 5.270572 0.0 0.0 0.0
C -1.135247 -2.690067 5.369997 0.0 0.0 0.0
C -1.233104 -1.198967 5.076720 0.0 0.0 0.0
N -3.123953 -0.302047 2.851690 0.0 0.1 -0.2
C -3.435201 -1.675640 2.429998 0.0 -0.1 0.0
C -4.556247 -1.707474 1.402737 0.0 0.1 0.0
C -5.839553 -1.072756 1.970656 0.0 0.0 0.0
C -5.545223 -0.215301 3.203321 0.0 0.0 0.1
C -4.270891 0.596038 3.024872 0.0 0.0 0.1
N -1.449985 1.663584 3.426695 -0.1 0.0 -0.1
C -0.234625 1.990009 4.193472 0.1 -0.1 0.1
C 0.777827 2.748296 3.344191 0.0 0.0 0.0
C 0.196879 4.099587 2.886286 0.0 0.0 0.0
C -1.326865 4.110271 3.014838 0.0 0.0 0.0
C -1.924966 2.782595 2.577232 0.0 0.0 0.0
H 1.070975 -1.002262 2.681692 -0.1 0.0 0.0
H 0.130303 -2.494895 2.615200 0.0 0.0 0.0
H 1.501641 -1.379784 5.101499 0.0 0.0 0.0
H 2.101147 -2.710796 4.133693 0.0 0.0 0.0
H 0.747119 -3.326203 6.263666 0.0 0.0 0.0
H 0.335987 -4.168861 4.789009 0.0 0.0 0.0
H -1.542700 -2.888951 6.361234 0.0 0.0 0.0
H -1.768106 -3.221389 4.655987 0.0 0.0 0.0
H -0.667894 -0.630811 5.824939 0.0 0.0 0.0
H -2.267297 -0.860968 5.136861 0.0 0.0 0.0
H -3.717304 -2.276281 3.303132 0.0 0.0 0.0
H -2.531520 -2.121659 2.012190 0.0 0.0 0.0
H -4.736729 -2.737089 1.091352 0.0 0.0 0.0
H -4.216532 -1.167763 0.514427 0.0 0.0 0.0
H -6.561495 -1.845733 2.234560 0.0 0.0 0.0
H -6.317464 -0.456732 1.204784 0.0 0.0 0.0
H -5.443836 -0.843494 4.091325 0.0 0.0 0.0
H -6.375209 0.464529 3.398040 0.0 0.0 0.0
H -4.094054 1.228663 3.894571 0.0 0.1 0.0
H -4.406279 1.260524 2.157827 0.0 0.0 0.0
H 0.200134 1.063092 4.564815 0.0 0.1 0.0
H -0.516107 2.581446 5.067951 0.0 0.0 0.0
H 1.020828 2.124434 2.478688 0.0 0.0 0.0
H 1.697954 2.893224 3.912847 0.0 0.0 0.0
H 0.470921 4.285878 1.845223 0.0 0.0 0.0
H 0.618496 4.917279 3.472596 0.0 0.0 0.0
H -1.755924 4.904283 2.401079 0.0 0.0 0.0
H -1.627758 4.319791 4.043111 0.0 0.0 0.0
H -1.643495 2.603832 1.529114 0.0 0.0 0.0
H -3.011843 2.845203 2.625763 0.0 0.0 0.0
C 0.489383 6.622265 -1.175282 0.0 0.0 0.0
C 0.386053 5.133244 -1.066058 0.0 0.0 0.0
C -0.805088 4.454422 -1.290133 0.0 0.0 0.0
C -0.850014 3.079364 -1.167794 0.1 0.0 0.0
N 0.202988 2.319328 -0.825589 0.0 -0.1 -0.2
C 1.354314 2.981234 -0.615208 -0.1 0.1 0.0
C 1.483722 4.351197 -0.726590 0.0 -0.1 0.0
H -0.459153 7.071168 -1.460843 0.0 0.0 0.0
H 1.241491 6.900206 -1.914446 0.0 0.0 0.0
H 0.801282 7.050495 -0.221737 0.0 0.0 0.0
H -1.703291 4.990672 -1.566592 0.0 0.0 0.0
H -1.776384 2.566317 -1.363110 0.0 0.0 0.0
H 2.208255 2.386018 -0.350688 0.0 0.0 0.0
H 2.447640 4.806631 -0.538643 0.0 0.0 0.0
```
Forces are in eV/Å.

Computed properties:
* energy above the lowest of the compared OMol25 structures with the same formula, charge and spin: 48.81 kJ/mol
* total charge: +2
* electronic energy: -13143.03113 hartree
* HOMO level: -12.331 eV